The following is a quantum chemistry calculation of 5 unconnected molecules or ions with the total composition C44H94FN2O21P4S, from the Open Molecules 2025 dataset.

Results
- Net charge: +1
- HOMO-LUMO gap: 7.86 eV
- Max |F|: 6.031 eV/Å
- M: 1162.190 u

Each atom is followed by the atoms it is bonded to, with distances in Å.
Atoms and positions in Å:
1 C -10.102 -1.667 1.044  C2 1.531, H30 1.088, H31 1.087, H32 1.090
2 C -10.182 -1.037 -0.349  C1 1.531, O3 1.424, H33 1.098, H34 1.092
3 O -9.577 -1.877 -1.328  C2 1.424, C4 1.417
4 C -9.749 -1.296 -2.608  O3 1.417, C5 1.512, H35 1.097, H36 1.095
5 C -8.665 -1.719 -3.572  C4 1.512, O6 1.416, H37 1.095, H38 1.091
6 O -7.375 -1.264 -3.206  C5 1.416, C7 1.408
7 C -7.040 -0.011 -3.754  O6 1.408, C8 1.512, H39 1.097, H40 1.095
8 C -6.061 0.653 -2.812  C7 1.512, O9 1.422, H41 1.094, H42 1.093
9 O -6.774 0.865 -1.601  C8 1.422, C10 1.387
10 C -5.990 1.262 -0.527  O9 1.387, N11 1.481, H43 1.091, H44 1.084
11 N -4.884 0.324 -0.227  C10 1.481, C12 1.368, C28 1.356
12 C -3.603 0.803 -0.190  N11 1.368, N13 1.426, C14 1.384
13 N -3.404 2.189 -0.458  C12 1.426, H45 1.013, H46 1.014
14 C -2.542 -0.027 0.127  C12 1.384, C15 1.513, C23 1.401
15 C -1.113 0.461 0.223  C14 1.513, C16 1.541, H47 1.088, H48 1.092
16 C -0.418 -0.008 1.516  C15 1.541, C17 1.545, H49 1.088, H50 1.089
17 C -1.337 0.108 2.753  C16 1.545, C18 1.522, H51 1.092, H52 1.093
18 C -0.542 0.490 3.994  C17 1.522, O19 1.424, H53 1.093, H54 1.088
19 O -1.391 0.821 5.087  C18 1.424, C20 1.364
20 C -2.097 1.979 4.933  O19 1.364, C21 1.508, O22 1.185
21 C -1.418 3.284 4.600  C20 1.508, H55 1.085, H56 1.087, H57 1.089
22 O -3.269 1.951 5.105  C20 1.185
23 C -2.801 -1.383 0.368  C14 1.401, C24 1.379, H58 1.079
24 C -4.090 -1.871 0.332  C23 1.379, C25 1.511, C28 1.406
25 C -4.385 -3.330 0.596  C24 1.511, C26 1.527, H59 1.090, H60 1.093
26 C -3.125 -4.193 0.618  C25 1.527, F27 1.364, H61 1.093, H62 1.095
27 F -3.460 -5.514 0.684  C26 1.364
28 C -5.138 -0.980 0.046  N11 1.356, C24 1.406, S29 1.745
29 S -6.734 -1.684 0.057  C28 1.745, H63 1.336
30 H -11.089 -2.029 1.322  C1 1.088
31 H -9.377 -2.475 1.114  C1 1.087
32 H -9.861 -0.904 1.784  C1 1.090
33 H -9.653 -0.076 -0.339  C2 1.098
34 H -11.235 -0.901 -0.605  C2 1.092
35 H -10.706 -1.659 -3.006  C4 1.097
36 H -9.806 -0.202 -2.579  C4 1.095
37 H -8.895 -1.352 -4.578  C5 1.095
38 H -8.676 -2.806 -3.660  C5 1.091
39 H -7.951 0.601 -3.775  C7 1.097
40 H -6.671 -0.055 -4.784  C7 1.095
41 H -5.762 1.604 -3.263  C8 1.094
42 H -5.208 -0.023 -2.708  C8 1.093
43 H -6.644 1.272 0.347  C10 1.091
44 H -5.634 2.276 -0.669  C10 1.084
45 H -2.676 2.232 -1.162  N13 1.013
46 H -3.061 2.648 0.378  N13 1.014
47 H -1.107 1.548 0.254  C15 1.088
48 H -0.534 0.169 -0.655  C15 1.092
49 H -0.112 -1.049 1.431  C16 1.088
50 H 0.434 0.649 1.687  C16 1.089
51 H -2.190 0.772 2.598  C17 1.092
52 H -1.754 -0.882 2.950  C17 1.093
53 H 0.141 1.312 3.763  C18 1.093
54 H 0.088 -0.332 4.326  C18 1.088
55 H -2.154 3.894 4.087  C21 1.085
56 H -0.532 3.177 3.980  C21 1.087
57 H -1.145 3.793 5.523  C21 1.089
58 H -1.946 -2.006 0.581  C23 1.079
59 H -5.074 -3.748 -0.136  C25 1.090
60 H -4.822 -3.394 1.596  C25 1.093
61 H -2.476 -3.985 -0.237  C26 1.093
62 H -2.540 -3.898 1.496  C26 1.095
63 H -7.502 -0.591 0.054  S29 1.336
64 O 0.378 -2.732 -5.708  P65 1.477
65 P 1.337 -2.050 -4.816  O64 1.477, O66 1.630, O69 1.631, O72 1.616
66 O 1.413 -2.921 -3.441  P65 1.630, C67 1.431
67 C 1.560 -4.343 -3.485  O66 1.431, C68 1.516, H75 1.092, H76 1.091
68 C 3.017 -4.761 -3.504  C67 1.516, H77 1.093, H78 1.090, H79 1.090
69 O 0.496 -0.756 -4.290  P65 1.631, C70 1.423
70 C -0.713 -0.361 -4.930  O69 1.423, C71 1.514, H80 1.089, H81 1.092
71 C -1.908 -0.951 -4.212  C70 1.514, H82 1.089, H83 1.092, H84 1.096
72 O 2.708 -1.215 -4.624  P65 1.616, C73 1.440
73 C 3.948 -1.666 -5.198  O72 1.440, C74 1.513, H85 1.092, H86 1.090
74 C 3.799 -2.275 -6.575  C73 1.513, H87 1.096, H88 1.089, H89 1.091
75 H 1.031 -4.762 -4.344  C67 1.092
76 H 1.081 -4.732 -2.586  C67 1.091
77 H 3.482 -4.508 -4.460  C68 1.093
78 H 3.104 -5.840 -3.369  C68 1.090
79 H 3.576 -4.261 -2.713  C68 1.090
80 H -0.713 -0.639 -5.983  C70 1.089
81 H -0.752 0.730 -4.890  C70 1.092
82 H -1.810 -2.028 -4.080  C71 1.089
83 H -2.831 -0.749 -4.758  C71 1.092
84 H -1.998 -0.515 -3.210  C71 1.096
85 H 4.434 -2.361 -4.510  C73 1.092
86 H 4.597 -0.792 -5.265  C73 1.090
87 H 3.135 -3.148 -6.559  C74 1.096
88 H 4.768 -2.594 -6.956  C74 1.089
89 H 3.371 -1.552 -7.272  C74 1.091
90 O 5.682 -7.629 3.106  P91 1.478
91 P 5.282 -7.149 1.767  O90 1.478, O92 1.633, O95 1.617, O98 1.627
92 O 3.785 -7.736 1.485  P91 1.633, C93 1.424
93 C 2.767 -7.649 2.477  O92 1.424, C94 1.519, H101 1.092, H102 1.090
94 C 1.979 -6.356 2.366  C93 1.519, H103 1.094, H104 1.091, H105 1.091
95 O 6.153 -8.059 0.754  P91 1.617, C96 1.430
96 C 7.261 -8.837 1.216  O95 1.430, C97 1.514, H106 1.089, H107 1.091
97 C 6.841 -10.264 1.496  C96 1.514, H108 1.090, H109 1.091, H110 1.091
98 O 5.255 -5.968 0.649  P91 1.627, C99 1.431
99 C 4.863 -4.630 0.972  O98 1.431, C100 1.514, H111 1.094, H112 1.091
100 C 5.353 -4.155 2.324  C99 1.514, H113 1.096, H114 1.090, H115 1.091
101 H 3.190 -7.754 3.479  C93 1.092
102 H 2.101 -8.497 2.314  C93 1.090
103 H 2.590 -5.500 2.665  C94 1.094
104 H 1.106 -6.386 3.020  C94 1.091
105 H 1.647 -6.194 1.339  C94 1.091
106 H 7.717 -8.380 2.093  C96 1.089
107 H 8.009 -8.820 0.422  C96 1.091
108 H 5.974 -10.304 2.155  C97 1.090
109 H 7.657 -10.823 1.956  C97 1.091
110 H 6.561 -10.765 0.568  C97 1.091
111 H 3.775 -4.545 0.892  C99 1.094
112 H 5.281 -3.989 0.195  C99 1.091
113 H 4.973 -4.787 3.135  C100 1.096
114 H 5.025 -3.133 2.511  C100 1.090
115 H 6.442 -4.186 2.370  C100 1.091
116 O -2.648 6.522 7.254  P117 1.482
117 P -3.122 7.181 8.494  O116 1.482, O118 1.628, O121 1.620, O124 1.621
118 O -2.015 6.867 9.647  P117 1.628, C119 1.426
119 C -0.622 7.027 9.392  O118 1.426, C120 1.517, H127 1.093, H128 1.090
120 C -0.147 8.432 9.712  C119 1.517, H129 1.093, H130 1.091, H131 1.090
121 O -4.340 6.234 8.988  P117 1.620, C122 1.426
122 C -4.914 5.253 8.126  O121 1.426, C123 1.513, H132 1.090, H133 1.091
123 C -4.289 3.895 8.362  C122 1.513, H134 1.090, H135 1.091, H136 1.091
124 O -3.837 8.442 9.219  P117 1.621, C125 1.435
125 C -3.443 9.796 8.950  O124 1.435, C126 1.514, H137 1.093, H138 1.090
126 C -3.104 10.054 7.498  C125 1.514, H139 1.096, H140 1.089, H141 1.091
127 H -0.383 6.769 8.357  C119 1.093
128 H -0.105 6.313 10.034  C119 1.090
129 H -0.541 9.152 8.989  C120 1.093
130 H 0.942 8.485 9.671  C120 1.091
131 H -0.478 8.735 10.705  C120 1.090
132 H -4.822 5.552 7.082  C122 1.090
133 H -5.981 5.215 8.353  C122 1.091
134 H -3.201 3.941 8.314  C123 1.090
135 H -4.642 3.173 7.624  C123 1.091
136 H -4.547 3.526 9.356  C123 1.091
137 H -2.610 10.068 9.605  C125 1.093
138 H -4.283 10.425 9.242  C125 1.090
139 H -2.275 9.421 7.160  C126 1.096
140 H -2.815 11.094 7.353  C126 1.089
141 H -3.962 9.838 6.859  C126 1.091
142 O 8.679 3.664 -7.652  P143 1.478
143 P 8.054 2.584 -6.860  O142 1.478, O144 1.630, O147 1.619, O150 1.628
144 O 8.801 2.565 -5.412  P143 1.630, C145 1.426
145 C 9.029 3.774 -4.691  O144 1.426, C146 1.518, H153 1.092, H154 1.090
146 C 7.866 4.112 -3.776  C145 1.518, H155 1.093, H156 1.091, H157 1.091
147 O 8.647 1.231 -7.520  P143 1.619, C148 1.430
148 C 9.316 1.251 -8.784  O147 1.430, C149 1.514, H158 1.089, H159 1.091
149 C 10.816 1.340 -8.602  C148 1.514, H160 1.090, H161 1.091, H162 1.091
150 O 6.724 1.757 -6.420  P143 1.628, C151 1.432
151 C 5.525 2.415 -5.995  O150 1.432, C152 1.514, H163 1.094, H164 1.091
152 C 5.203 3.677 -6.768  C151 1.514, H165 1.095, H166 1.090, H167 1.091
153 H 9.232 4.602 -5.374  C145 1.092
154 H 9.928 3.615 -4.095  C145 1.090
155 H 6.989 4.415 -4.355  C146 1.093
156 H 8.129 4.940 -3.117  C146 1.091
157 H 7.589 3.250 -3.169  C146 1.091
158 H 8.945 2.064 -9.407  C148 1.089
159 H 9.060 0.319 -9.291  C148 1.091
160 H 11.091 2.168 -7.949  C149 1.090
161 H 11.315 1.472 -9.564  C149 1.091
162 H 11.196 0.428 -8.140  C149 1.091
163 H 5.586 2.618 -4.922  C151 1.094
164 H 4.715 1.697 -6.129  C151 1.091
165 H 6.003 4.420 -6.677  C152 1.095
166 H 4.282 4.125 -6.398  C152 1.090
167 H 5.082 3.456 -7.830  C152 1.091

Löwdin population analysis, charges in e, atoms 1 to 99: atom 1 (C): -0.072, atom 2 (C): -0.285, atom 3 (O): -0.169, atom 4 (C): -0.200, atom 5 (C): -0.177, atom 6 (O): -0.144, atom 7 (C): -0.190, atom 8 (C): -0.154, atom 9 (O): -0.127, atom 10 (C): -0.160, atom 11 (N): 0.048, atom 12 (C): -0.204, atom 13 (N): 0.121, atom 14 (C): -0.143, atom 15 (C): -0.124, atom 16 (C): -0.164, atom 17 (C): -0.156, atom 18 (C): -0.189, atom 19 (O): 0.003, atom 20 (C): -0.545, atom 21 (C): 0.032, atom 22 (O): 0.132, atom 23 (C): 0.065, atom 24 (C): -0.185, atom 25 (C): -0.146, atom 26 (C): -0.227, atom 27 (F): -0.004, atom 28 (C): -0.437, atom 29 (S): 1.047, atom 30 (H): 0.076, atom 31 (H): 0.060, atom 32 (H): 0.075, atom 33 (H): 0.105, atom 34 (H): 0.124, atom 35 (H): 0.138, atom 36 (H): 0.124, atom 37 (H): 0.131, atom 38 (H): 0.134, atom 39 (H): 0.131, atom 40 (H): 0.137, atom 41 (H): 0.140, atom 42 (H): 0.129, atom 43 (H): 0.145, atom 44 (H): 0.133, atom 45 (H): 0.106, atom 46 (H): 0.109, atom 47 (H): 0.107, atom 48 (H): 0.131, atom 49 (H): 0.113, atom 50 (H): 0.115, atom 51 (H): 0.118, atom 52 (H): 0.120, atom 53 (H): 0.108, atom 54 (H): 0.139, atom 55 (H): 0.092, atom 56 (H): 0.068, atom 57 (H): 0.100, atom 58 (H): 0.123, atom 59 (H): 0.112, atom 60 (H): 0.136, atom 61 (H): 0.125, atom 62 (H): 0.123, atom 63 (H): -0.085, atom 64 (O): -0.220, atom 65 (P): 0.512, atom 66 (O): -0.196, atom 67 (C): -0.277, atom 68 (C): -0.067, atom 69 (O): -0.210, atom 70 (C): -0.290, atom 71 (C): -0.075, atom 72 (O): -0.172, atom 73 (C): -0.258, atom 74 (C): -0.079, atom 75 (H): 0.110, atom 76 (H): 0.114, atom 77 (H): 0.063, atom 78 (H): 0.085, atom 79 (H): 0.077, atom 80 (H): 0.108, atom 81 (H): 0.115, atom 82 (H): 0.078, atom 83 (H): 0.075, atom 84 (H): 0.053, atom 85 (H): 0.108, atom 86 (H): 0.111, atom 87 (H): 0.067, atom 88 (H): 0.090, atom 89 (H): 0.088, atom 90 (O): -0.219, atom 91 (P): 0.511, atom 92 (O): -0.187, atom 93 (C): -0.281, atom 94 (C): -0.079, atom 95 (O): -0.201, atom 96 (C): -0.282, atom 97 (C): -0.073, atom 98 (O): -0.174, atom 99 (C): -0.281